{"formula": "C17H20N4O2Tc", "method": "ωB97M-V with the def2-TZVPD basis set", "symbols": ["Tc", "O", "O", "N", "N", "N", "N", "C", "C", "C", "C", "C", "C", "C", "C", "C", "C", "C", "C", "C", "C", "C", "C", "C", "H", "H", "H", "H", "H", "H", "H", "H", "H", "H", "H", "H", "H", "H", "H", "H", "H", "H", "H", "H"], "xyz": [[0.53247, 0.35915, -0.16605], [-1.20542, 2.32960, 1.44809], [-0.93033, 0.41989, -2.88558], [-0.01030, 3.41459, -1.59248], [0.63550, -3.65198, -1.61173], [-0.61658, -1.12451, 0.64041], [0.24328, -1.21314, 3.83415], [-1.54334, -1.76713, 0.95106], [0.76711, -4.35602, -2.51779], [2.66707, -1.10145, -0.12809], [2.76654, 1.10118, -1.15982], [2.66881, 1.69975, 0.12797], [-2.61366, -2.75872, 1.12510], [2.56320, -0.51094, 1.14358], [0.11367, 4.46613, -2.07282], [2.66988, 0.88075, 1.28584], [-0.51959, 1.62328, 0.81409], [-0.35482, 0.41492, -1.85099], [2.86385, -0.30500, -1.26994], [0.84799, -5.30634, -3.62471], [-3.97090, -2.48143, 0.42130], [0.26383, -0.66380, 6.39853], [-0.03642, 5.77956, -2.68756], [0.30832, -0.94096, 4.97180], [-4.39206, -1.48285, 0.61807], [1.05387, -6.31275, -3.25601], [0.13603, 6.58820, -1.97369], [2.86606, 1.80670, -2.00649], [-0.10068, -5.32199, -4.16223], [2.66059, -2.18028, -0.23353], [-3.89246, -2.57964, -0.67026], [1.61948, -5.03998, -4.34873], [2.70880, 2.80135, 0.14890], [0.64311, 5.96815, -3.52091], [2.47719, -1.12903, 2.03374], [-2.81453, -2.91909, 2.19720], [-2.21517, -3.72314, 0.75863], [3.09320, -0.78191, -2.23283], [-0.56643, 0.01372, 6.61412], [2.76381, 1.32481, 2.28295], [-1.07521, 5.82904, -3.03768], [1.16573, -0.17946, 6.77566], [-4.66318, -3.24528, 0.80203], [0.13068, -1.59122, 6.96157]], "mulliken_spin": [1.809, 0.098, 0.123, 0.060, 0.227, -0.039, 0.221, 0.114, 0.104, 0.042, 0.038, 0.049, -0.001, 0.031, 0.010, 0.024, -0.092, -0.102, 0.015, 0.015, 0.010, 0.013, 0.002, 0.096, 0.000, 0.032, 0.000, 0.003, -0.002, 0.005, 0.001, 0.020, 0.003, 0.001, 0.001, 0.009, 0.011, 0.000, -0.003, 0.001, 0.001, 0.022, -0.001, 0.028], "homo_lumo_gap_ev": [7.480, 2.799], "s2": 3.78, "lumo_energy_ev": [-14.918, -18.842], "multiplicity": 4, "total_charge": 4}

{"formula": "C17H20N4O6S2", "method": "ωB97M-V with the def2-TZVPD basis set", "symbols": ["S", "S", "O", "O", "O", "O", "O", "O", "N", "N", "N", "N", "C", "C", "C", "C", "C", "C", "C", "C", "C", "C", "C", "C", "C", "C", "C", "C", "C", "H", "H", "H", "H", "H", "H", "H", "H", "H", "H", "H", "H", "H", "H", "H", "H", "H", "H", "H", "H"], "xyz": [[1.56405, 4.20136, -0.65718], [-4.41092, -1.38271, 0.46464], [-5.02629, -0.61587, -0.57488], [1.31123, 1.94798, 1.27924], [4.86921, 1.13371, 1.38896], [1.12839, 1.18583, 3.38375], [-2.40089, -4.93293, -1.29083], [-5.18007, -1.77655, 1.60436], [4.85293, 2.55570, -1.85637], [3.73388, 3.27215, -1.78471], [3.37392, 2.56107, 0.42339], [-3.82527, -2.77451, -0.23661], [-1.10398, 0.93400, 0.54210], [2.54319, 2.57003, 1.59626], [-2.28933, 0.33557, 0.15331], [-1.24085, -0.20650, 2.67158], [-2.93364, -0.52540, 1.02255], [6.50829, 1.04921, -0.98567], [-3.08872, -2.61686, -1.46881], [-0.57473, 0.65572, 1.80120], [-2.99819, -3.98723, -2.14669], [4.53841, 1.77194, 0.41662], [3.02951, 3.26354, -0.69960], [-2.42434, -0.80368, 2.27753], [-3.23402, -3.74805, 0.65162], [1.66093, 4.98067, -2.28973], [-3.13795, -5.07943, -0.09930], [0.69368, 1.27108, 2.26663], [5.25867, 1.84465, -0.86055], [7.20924, 1.34636, -0.20720], [0.77314, 5.59709, -2.38638], [3.06016, 2.01224, 2.38845], [2.35261, 3.60395, 1.91381], [1.68537, 4.20732, -3.04940], [-3.63570, -1.90732, -2.08858], [6.94721, 1.20249, -1.96615], [-4.15183, -5.43785, -0.32678], [-2.73966, 0.53851, -0.80550], [-2.60897, -5.82329, 0.49804], [-2.97347, -1.46412, 2.92966], [-0.81373, -0.39269, 3.64518], [-4.00892, -4.31777, -2.42485], [2.56067, 5.58359, -2.34203], [-3.88325, -3.83407, 1.52211], [-0.58983, 1.61806, -0.11411], [6.28636, -0.00616, -0.83428], [-2.22606, -3.43419, 0.96686], [-2.36825, -3.93843, -3.03604], [-2.07216, -2.23822, -1.27558]], "nbo_charge": [0.275, 2.336, -0.934, -0.518, -0.579, -0.570, -0.518, -0.932, -0.183, -0.355, -0.439, -0.668, -0.107, 0.062, -0.224, -0.148, -0.312, -0.642, -0.267, -0.171, -0.072, 0.611, 0.273, -0.205, -0.268, -0.718, -0.072, 0.790, 0.115, 0.233, 0.230, 0.263, 0.202, 0.243, 0.240, 0.237, 0.172, 0.245, 0.202, 0.246, 0.244, 0.172, 0.239, 0.240, 0.231, 0.233, 0.184, 0.201, 0.184], "homo_lumo_gap_ev": 8.782, "smiles": "CSc1nnc(C)c(=O)n1COC(=O)c1ccc(S(=O)(=O)N2CCOCC2)cc1", "lumo_energy_ev": -0.371, "total_charge": 0}

{"formula": "C17H20N6", "method": "ωB97M-V with the def2-TZVPD basis set", "symbols": ["N", "N", "N", "N", "N", "N", "C", "C", "C", "C", "C", "C", "C", "C", "C", "C", "C", "C", "C", "C", "C", "C", "C", "H", "H", "H", "H", "H", "H", "H", "H", "H", "H", "H", "H", "H", "H", "H", "H", "H", "H", "H", "H"], "xyz": [[0.30840, 2.46171, -3.01132], [0.42696, 0.25115, -2.38107], [1.09567, 3.44337, -4.82444], [0.48908, -1.92516, -1.71524], [-0.56862, -0.40990, -0.33589], [-0.64896, 1.83974, -1.00948], [-1.85149, 2.52923, 1.40981], [-0.03996, 3.79010, -2.92865], [-3.05027, 1.84844, 3.37196], [-2.17799, 0.18890, 1.87624], [1.70646, -3.49441, -0.26090], [0.99471, 2.32143, -4.18658], [0.45327, 4.37260, -4.05235], [2.21355, -2.49680, 2.05889], [-1.66164, 1.19382, 1.06091], [0.01628, 1.47287, -2.09527], [2.44943, -2.42566, 0.54923], [0.10933, -0.67161, -1.45865], [0.77456, -2.21524, 2.47446], [-2.54204, 2.85189, 2.56185], [0.34896, -3.02353, -0.79355], [-0.92373, 0.85243, -0.15541], [-2.86863, 0.51839, 3.02630], [0.41615, -1.30143, 2.00628], [0.71268, -2.09457, 3.55400], [2.16172, -1.43569, 0.18968], [-0.28867, -2.66948, 0.01405], [-2.03579, -0.84106, 1.58971], [1.04014, -2.05683, -2.54990], [2.51289, -3.48263, 2.42383], [3.52235, -2.53470, 0.37481], [-0.14702, -3.85408, -1.30827], [1.55128, -4.38276, 0.35297], [2.31893, -3.79030, -1.11652], [-1.44696, 3.29630, 0.76861], [-0.59379, 4.16704, -2.09568], [2.86605, -1.76056, 2.53452], [0.39405, 5.39546, -4.36540], [0.11919, -3.03542, 2.19210], [-3.58972, 2.10329, 4.27250], [-2.68556, 3.88786, 2.83190], [-3.26869, -0.26252, 3.65621], [1.38741, 1.37830, -4.50624]], "nbo_charge": [-0.381, -0.559, -0.442, -0.561, -0.573, -0.558, -0.189, -0.085, -0.191, -0.178, -0.408, 0.196, -0.089, -0.388, -0.047, 0.623, -0.400, 0.608, -0.617, -0.206, -0.227, 0.454, -0.221, 0.216, 0.211, 0.198, 0.237, 0.231, 0.407, 0.191, 0.208, 0.197, 0.208, 0.200, 0.234, 0.237, 0.202, 0.210, 0.194, 0.214, 0.214, 0.215, 0.214], "homo_lumo_gap_ev": 8.937, "smiles": "CCCCCNc1nc(-c2ccccc2)nc(-n2ccnc2)n1", "lumo_energy_ev": 0.018, "total_charge": 0}

{"formula": "C17H20N6O6", "method": "ωB97M-V with the def2-TZVPD basis set", "symbols": ["O", "O", "O", "O", "O", "O", "N", "N", "N", "N", "N", "N", "C", "C", "C", "C", "C", "C", "C", "C", "C", "C", "C", "C", "C", "C", "C", "C", "C", "H", "H", "H", "H", "H", "H", "H", "H", "H", "H", "H", "H", "H", "H", "H", "H", "H", "H", "H", "H"], "xyz": [[-2.02484, -2.10693, 0.91774], [3.10531, 2.11298, -1.13113], [-1.10904, -1.69226, -0.98959], [-5.70754, 1.29633, 1.89851], [3.81284, -0.21897, -0.20914], [4.25577, -0.99450, 1.88446], [-2.34720, 0.89630, 1.08608], [-4.43144, -1.01599, -0.04189], [-3.54503, 1.46451, 1.33695], [-4.96745, -0.94862, -2.19003], [-2.06522, -1.71607, -0.23758], [5.76553, -1.22861, 0.21470], [0.36709, -0.09511, 1.07156], [2.76938, 3.35357, -1.70205], [-5.40853, -0.79306, -0.95605], [-0.03517, 1.13328, 0.55438], [6.71406, -1.91073, 1.06162], [4.58253, -0.83830, 0.73296], [2.54054, 0.19942, 0.10567], [6.15989, -1.03437, -1.15874], [-3.66787, -1.26082, -2.09836], [-6.80554, -0.46155, -0.60564], [1.64893, -0.55717, 0.84451], [-4.66975, 0.75291, 1.58956], [-3.29426, -1.31055, -0.76654], [-1.36615, 1.64803, 0.77621], [0.87226, 1.90648, -0.17944], [-4.53409, -0.75611, 1.37361], [2.15446, 1.44981, -0.42018], [1.96262, -1.50590, 1.24665], [7.64782, -1.34618, 1.11536], [-6.85744, 0.42841, 0.01885], [0.54742, 2.85918, -0.56854], [-7.25977, -1.28457, -0.05376], [6.92430, -2.90747, 0.66670], [-5.42518, -1.24508, 1.77398], [-0.32259, -0.68043, 1.65686], [6.28549, -1.99747, 2.05739], [1.94363, 3.25755, -2.41442], [-1.50465, 2.73129, 0.66325], [-3.06323, -1.45983, -2.95961], [-3.63490, -1.13128, 1.86686], [7.13068, -0.53404, -1.19212], [5.42485, -0.42281, -1.67229], [3.66232, 3.68522, -2.22938], [-7.36319, -0.29787, -1.52220], [6.24606, -1.99893, -1.66710], [2.50795, 4.09177, -0.93674], [-3.62167, 2.48452, 1.38809]], "nbo_charge": [-0.413, -0.497, -0.373, -0.594, -0.508, -0.646, -0.252, -0.320, -0.440, -0.464, 0.526, -0.437, -0.175, -0.252, 0.405, -0.108, -0.411, 0.894, 0.247, -0.408, 0.011, -0.677, -0.209, 0.663, 0.120, 0.078, -0.288, -0.328, 0.333, 0.243, 0.192, 0.256, 0.215, 0.229, 0.191, 0.236, 0.240, 0.247, 0.177, 0.156, 0.225, 0.285, 0.193, 0.239, 0.202, 0.250, 0.191, 0.175, 0.382], "homo_lumo_gap_ev": 8.023, "smiles": "COc1cc(/C=N/NC(=O)Cn2c([N+](=O)[O-])cnc2C)ccc1OC(=O)N(C)C", "lumo_energy_ev": -0.210, "total_charge": 0}

| no. | total energy (eV) |
| --- | --- |
| 1 | -30156.26910 |
| 2 | -57868.52293 |
| 3 | -26895.80258 |
| 4 | -39175.87945 |